8
Properties=species:S:1:pos:R:3:lowdin_charge:R:1 method="wB97M-V/def2-TZVPD" relative_energy_kcal_mol=132.7 homo_energy_ha="-0.352 / -0.342"
C -0.273 -1.006 0.084 0.01
C 1.493 0.517 2.116 -0.07
C 2.157 1.416 1.433 -0.34
O 0.251 -0.911 1.135 -0.01
F 1.496 0.263 3.367 0.13
F 3.075 2.361 1.826 0.08
F 2.062 1.455 0.117 0.10
H -0.198 -0.130 -0.641 0.08